C2H4FNO | ωB97M-V/def2-TZVPD

Each atom is followed by the atoms it is bonded to, with distances in Å.
Geometry (Å):
1 C -1.93437 -0.19599 0.56694  O4 1.285, F5 1.355
2 C 1.34424 0.54626 -0.20921  N3 1.206, H6 1.112, H7 1.090
3 N 1.23325 -0.52127 0.34040  C2 1.206, H9 1.007
4 O -1.46839 -0.49180 -0.59356  C1 1.285, H8 1.091
5 F -3.10524 0.37813 0.19876  C1 1.355
6 H 0.80610 0.71445 -1.16800  C2 1.112
7 H 1.96910 1.33442 0.21050  C2 1.090
8 H -0.50184 -0.99725 -0.56621  O4 1.091
9 H 1.65716 -0.76696 1.22036  N3 1.007

Values from the calculation:
E_tot = -308.3569 Eh
Largest force on an atom = 5.174 eV/Å
LUMO = 0.91 eV
Gap between HOMO and LUMO = 10.769 eV
Charge = 0
Multiplicity = 1
Energy relative to the best compared isomer or geometry (same formula, charge and spin) = 79.1 kcal per mole
HOMO = -9.864 eV
Molar mass = 77.1 g mol⁻¹